A 3-piece molecular cluster, C44H76FN5O8 overall at a distorted geometry, computed with ωB97M-V with the def2-TZVPD basis set.

Calculated values
DFT total energy, Ha: -2697.56379
HOMO-LUMO gap, Eh: 0.3025
SMILES: CC[C@H](C)N1C(=O)c2c(CN)c(CCCCn3cccc3)c(CCCF)c(CCCCCCOC(C)=O)c2C1=O.COCCNCCOC.COCCNCCOC

Last column: Mulliken charge in e.
CARTESIAN COORDINATES (ANGSTROEM)
C1 2.456815 1.012095 7.106039  -1.23
C2 2.843899 2.380596 6.462930  -0.46
C3 2.315275 2.456918 5.018177  0.55
C4 3.061306 1.473213 4.105727  -1.31
N1 2.368621 3.833995 4.512869  0.12
C5 1.169354 4.605932 4.738716  -0.31
O1 1.011873 5.462934 5.568982  -0.55
C6 0.262436 4.102008 3.613990  0.17
C7 -1.089942 3.991055 3.521560  0.55
C8 -1.951429 4.445392 4.695528  -1.03
N2 -2.054060 5.916310 4.748807  -0.70
C9 -1.585644 3.438561 2.336582  0.87
C10 -3.099332 3.230988 2.187932  -1.76
C11 -3.386009 1.697776 2.354582  -0.77
C12 -3.731705 1.291304 3.809345  -0.21
C13 -4.920871 0.290177 3.842177  -0.79
N3 -4.683147 -0.903987 4.648232  0.24
C14 -5.494530 -1.961741 4.465311  -0.61
C15 -5.106802 -2.999622 5.272883  -0.32
C16 -3.994283 -2.456271 5.972672  -0.75
C17 -3.748178 -1.176412 5.604170  -0.28
C18 -0.744531 3.040496 1.306991  1.09
C19 -1.303119 2.427327 0.038784  -1.58
C20 -1.968881 3.455702 -0.954578  -1.10
C21 -1.954680 4.907921 -0.506098  -0.04
F1 -2.217112 5.684081 -1.652155  -0.40
C22 0.650539 3.175396 1.415843  0.18
C23 1.660409 2.786592 0.346474  -1.64
C24 1.847224 3.944817 -0.686725  -0.99
C25 1.371494 3.578967 -2.119128  -0.73
C26 2.558095 3.147217 -3.013332  -0.79
C27 2.712634 1.604376 -2.987542  0.23
C28 4.117801 1.118532 -3.344841  -1.24
O2 4.606611 1.638819 -4.584207  0.02
C29 5.380368 2.764924 -4.454265  0.80
C30 6.582205 2.808519 -3.523879  -1.19
O3 5.118788 3.731493 -5.137672  -0.54
C31 1.114308 3.702936 2.582130  0.92
C32 2.538243 3.967884 3.086970  -0.50
O4 3.534179 4.280999 2.488608  -0.53
H1 1.847246 0.429160 6.406889  0.38
H2 3.355431 0.441567 7.345496  0.28
H3 1.843397 1.142821 7.998807  0.36
H4 2.293254 3.138035 7.028645  0.26
H5 3.920717 2.542302 6.511000  0.40
H6 1.278543 2.073102 5.072429  0.07
H7 3.006033 0.489844 4.582970  0.53
H8 4.123801 1.712953 4.017684  0.32
H9 2.565380 1.349279 3.138761  0.17
H10 -1.400737 4.174631 5.602341  0.44
H11 -2.944205 4.007431 4.709876  0.17
H12 -2.561631 6.253514 3.935458  0.29
H13 -1.121032 6.308836 4.665734  0.36
H14 -3.599966 3.809674 2.958288  0.69
H15 -3.413905 3.497871 1.180610  0.30
H16 -2.488225 1.136638 2.087567  0.27
H17 -4.153872 1.406103 1.631588  0.62
H18 -2.854352 0.922317 4.340269  0.31
H19 -4.076181 2.183594 4.343034  -0.14
H20 -5.092010 -0.054706 2.819248  0.48
H21 -5.821815 0.841636 4.129441  0.23
H22 -6.320211 -1.950706 3.768450  0.38
H23 -5.551354 -3.986461 5.347635  0.47
H24 -3.440322 -3.042328 6.696571  0.38
H25 -3.003462 -0.480271 5.945523  0.44
H26 -0.549459 1.880392 -0.523309  0.41
H27 -2.063545 1.683834 0.280049  0.54
H28 -1.440085 3.384812 -1.907084  0.53
H29 -2.986804 3.117473 -1.171082  0.40
H30 -0.986796 5.248415 -0.135753  0.26
H31 -2.764999 5.155196 0.180760  0.21
H32 1.393090 1.829989 -0.101827  0.89
H33 2.612654 2.670552 0.872917  0.59
H34 1.213986 4.774608 -0.351549  0.57
H35 2.865242 4.338061 -0.674999  0.61
H36 0.917209 4.478754 -2.546569  0.45
H37 0.630715 2.777379 -2.111923  0.11
H38 3.494977 3.642962 -2.743402  0.28
H39 2.331673 3.414824 -4.050854  0.35
H40 2.520886 1.287309 -1.954344  0.00
H41 1.955465 1.145691 -3.629708  0.24
H42 4.775638 1.296836 -2.486756  0.47
H43 4.063933 0.029904 -3.463829  0.29
H44 7.413934 3.346376 -3.967781  0.36
H45 6.269311 3.369446 -2.634549  0.30
H46 6.835169 1.803045 -3.177772  0.35
C33 4.870438 -2.078409 -11.278597  -0.71
O5 5.560927 -2.110900 -10.044024  -0.34
C34 6.222392 -0.892323 -9.719408  -0.86
C35 5.550492 -0.203765 -8.547653  -0.08
N4 4.243415 0.324204 -8.918827  -0.34
C36 3.438823 0.778153 -7.785254  -0.90
C37 3.014859 -0.261050 -6.749997  0.12
O6 2.091693 -1.224302 -7.232824  -0.47
C38 2.671971 -2.333419 -7.895240  -0.58
H47 4.551308 -3.094380 -11.507499  0.24
H48 3.980058 -1.443449 -11.223164  0.30
H49 5.519252 -1.728100 -12.086494  0.34
H50 6.291266 -0.226930 -10.584799  0.42
H51 7.242016 -1.157136 -9.424784  0.38
H52 6.183722 0.619590 -8.203899  0.35
H53 5.474025 -0.938229 -7.734778  0.16
H54 3.727113 -0.391865 -9.411794  0.13
H55 2.528905 1.215754 -8.204186  0.34
H56 3.971200 1.587291 -7.277558  0.43
H57 2.486541 0.278335 -5.958820  0.02
H58 3.869119 -0.747028 -6.263932  0.25
H59 3.649530 -2.595770 -7.483349  0.27
H60 2.755370 -2.147598 -8.969128  0.19
H61 2.002636 -3.184989 -7.765401  0.30
C39 -4.890792 -7.493146 -0.444419  -0.71
O7 -5.134709 -8.504625 0.514627  -0.34
C40 -3.953505 -9.054472 1.088393  -0.80
C41 -3.820318 -8.655281 2.544958  -0.18
N5 -3.516447 -7.235517 2.681720  -0.32
C42 -3.618774 -6.729239 4.048998  -0.75
C43 -4.987725 -6.766186 4.726374  -0.58
O8 -5.944712 -5.890548 4.153463  -0.37
C44 -6.638520 -6.420140 3.036589  -0.62
H62 -5.835902 -7.267183 -0.936352  0.24
H63 -4.520805 -6.575858 0.025691  0.30
H64 -4.176923 -7.829085 -1.201900  0.34
H65 -3.061443 -8.780122 0.517995  0.41
H66 -4.056039 -10.142180 1.037521  0.40
H67 -3.017278 -9.238795 3.004925  0.37
H68 -4.762212 -8.917127 3.044685  0.17
H69 -4.149108 -6.706265 2.097154  0.07
H70 -3.294335 -5.685674 4.020630  0.45
H71 -2.898789 -7.265020 4.675771  0.38
H72 -4.843423 -6.411784 5.751562  0.37
H73 -5.392049 -7.781000 4.813516  0.39
H74 -6.780910 -7.500446 3.111542  0.30
H75 -6.124369 -6.171398 2.104844  0.19
H76 -7.618919 -5.943503 2.999589  0.31

Atoms 1-3, force components in eV/Å:
0.1799 0.3369 -0.4302
-1.1303 -0.5273 0.1877
0.5383 -0.8774 0.3991